{
  "formula": "C5H19NO6",
  "method": "ωB97M-V/def2-TZVPD",
  "s2": 0.76,
  "charge": 1,
  "gap_ev": [11.210, 6.716],
  "multiplicity": 2,
  "fmax_ha_per_bohr": 0.04893,
  "e_above_lowest_ev": 1.112,
  "elements": ["C", "C", "N", "C", "C", "C", "O", "O", "H", "H", "H", "H", "H", "H", "H", "H", "H", "H", "H", "H", "H", "O", "H", "H", "O", "H", "H", "O", "H", "H", "O"],
  "positions_angstrom": [[1.302, -2.146, 0.647], [2.010, -0.818, 0.977], [1.577, 0.175, -0.010], [1.940, 2.127, 1.512], [1.178, 1.488, 0.347], [-0.397, 1.713, 0.661], [-1.132, 1.618, -0.437], [-0.805, 1.910, 1.756], [1.442, -2.522, -0.361], [0.236, -2.117, 0.811], [1.824, -2.884, 1.257], [1.741, -0.365, 1.933], [3.112, -0.814, 0.960], [0.929, -0.176, -0.736], [2.379, 3.097, 1.278], [1.312, 2.563, 2.310], [2.596, 1.490, 2.087], [1.301, 2.062, -0.576], [-2.085, 1.760, -0.308], [-2.210, -1.327, 1.999], [-1.934, -2.509, 0.978], [-2.326, -1.635, 1.081], [-1.197, -2.489, -2.035], [-1.854, -1.154, -2.165], [-2.016, -2.094, -2.339], [0.880, 1.516, -2.537], [0.432, 0.241, -3.457], [0.443, 0.652, -2.582], [-3.913, -0.472, -1.162], [-2.921, 0.664, -1.014], [-3.843, 0.445, -0.877]]
}